Version one
Here is the molecule C25H27N5O4 from OMol25. Energies are from ωB97M-V with the def2-TZVPD basis set.

Element x y z (Å)
C -1.963 2.983 -0.741
C -0.796 2.428 0.079
C -1.265 1.441 1.112
C -1.994 1.895 2.206
C -2.471 1.027 3.168
C -2.237 -0.333 3.051
C -1.502 -0.808 1.982
C -1.004 0.075 1.031
N -0.240 -0.474 -0.048
C 0.961 -1.033 0.166
O 1.580 -1.685 -0.663
C 1.600 -0.782 1.537
N 1.692 0.610 1.854
N 1.267 1.115 3.019
N 1.472 2.364 3.065
C 2.061 2.761 1.900
C 2.482 4.008 1.437
C 3.030 4.055 0.178
C 3.172 2.907 -0.617
C 2.772 1.665 -0.182
C 2.213 1.609 1.090
C -0.979 -0.586 -1.315
C -1.490 -2.033 -1.531
O -2.676 -2.279 -1.455
N -0.537 -2.929 -1.822
C -0.795 -4.343 -1.707
C -0.369 -4.852 -0.316
O -0.975 -4.169 0.751
C -2.358 -4.424 0.907
C -0.267 -0.017 -2.500
C 0.945 -0.219 -3.095
C 0.990 0.651 -4.211
C -0.198 1.311 -4.220
O -0.963 0.918 -3.192
H -2.697 3.453 -0.092
H -1.597 3.726 -1.447
H -2.457 2.195 -1.304
H -0.303 3.261 0.587
H -0.066 1.969 -0.590
H -2.176 2.955 2.304
H -3.029 1.410 4.008
H -2.620 -1.020 3.789
H -1.309 -1.864 1.863
H 2.601 -1.229 1.499
H 1.024 -1.265 2.330
H 2.372 4.887 2.050
H 3.367 5.001 -0.220
H 3.609 3.006 -1.599
H 2.881 0.783 -0.792
H -1.886 0.012 -1.182
H 0.430 -2.631 -1.702
H -1.864 -4.501 -1.864
H -0.231 -4.881 -2.472
H 0.704 -4.681 -0.185
H -0.574 -5.931 -0.251
H -2.627 -4.060 1.897
H -2.952 -3.895 0.156
H -2.565 -5.498 0.849
H 1.717 -0.889 -2.781
H 1.797 0.761 -4.906
H -0.604 2.054 -4.877

molecular weight	461.52	g mol⁻¹
gap between HOMO and LUMO	9.22	eV
SMILES	CCc1ccccc1N(C(=O)Cn1nnc2ccccc21)[C@H](C(=O)NCCOC)c1ccco1

---

Version two
Here is the molecule C25H27N5O4 from OMol25. Energies are from ωB97M-V with the def2-TZVPD basis set.

Element x y z (Å)
C -2.987 1.139 -1.555
O -1.916 0.683 -2.341
C -0.655 1.134 -2.061
C 0.342 0.745 -2.949
C 1.644 1.152 -2.738
C 1.985 1.953 -1.662
C 3.422 2.288 -1.352
N 3.918 1.274 -0.436
C 3.919 1.458 0.902
O 4.004 2.528 1.459
C 3.774 0.120 1.669
C 4.136 0.277 3.134
N 2.376 -0.293 1.502
N 1.546 0.113 2.464
C 0.280 -0.134 2.433
C -0.535 0.346 3.591
C -0.274 -0.861 1.335
C -1.524 -1.322 0.932
C -2.858 -1.152 1.564
N -1.312 -1.966 -0.245
C -2.250 -2.607 -1.076
C -2.124 -2.446 -2.451
C -3.027 -3.064 -3.296
C -4.047 -3.845 -2.777
C -4.150 -4.026 -1.408
C -3.251 -3.415 -0.552
N -0.041 -1.944 -0.635
C 0.615 -1.291 0.310
C 2.030 -1.000 0.365
O 2.871 -1.314 -0.467
C 0.979 2.331 -0.760
O 1.383 3.096 0.285
C 0.459 3.485 1.266
C -0.336 1.928 -0.966
H -3.877 0.668 -1.970
H -2.879 0.841 -0.507
H -3.092 2.227 -1.611
H 0.080 0.127 -3.791
H 2.416 0.838 -3.424
H 3.502 3.253 -0.849
H 4.029 2.280 -2.260
H 3.794 0.321 -0.768
H 4.384 -0.650 1.184
H 5.205 0.455 3.217
H 3.607 1.130 3.548
H 3.873 -0.617 3.692
H -1.040 -0.492 4.069
H 0.122 0.829 4.309
H -1.291 1.060 3.267
H -2.916 -0.184 2.056
H -3.030 -1.917 2.323
H -3.651 -1.220 0.821
H -1.321 -1.837 -2.831
H -2.934 -2.934 -4.363
H -4.754 -4.323 -3.438
H -4.929 -4.654 -1.002
H -3.313 -3.593 0.510
H 1.042 4.037 2.002
H -0.321 4.135 0.854
H 0.000 2.619 1.752
H -1.101 2.230 -0.270

molecular weight	461.52	g mol⁻¹
gap between HOMO and LUMO	8.30	eV
SMILES	COc1ccc(CNC(=O)[C@@H](C)n2nc(C)c3c(C)n(-c4ccccc4)nc3c2=O)c(OC)c1

---

In terms of stability, version two leads; the second structure lies 0.539 eV higher.

---

Version one
Here is a structure of composition C2H8NO2PS from OMol25. Energies are from ωB97M-V with the def2-TZVPD basis set.

Element x y z (Å)
C -1.576 -1.479 -0.226
C -0.817 1.766 0.011
N 1.463 0.584 0.749
O 0.413 -0.052 -1.575
O -0.629 -0.813 0.555
P 2.970 -0.234 0.146
S 0.294 0.339 -0.211
H -2.590 -1.168 0.183
H -1.428 -1.179 -1.245
H -1.344 -2.593 -0.334
H -0.142 2.572 -0.154
H -1.532 1.822 -0.875
H -1.226 1.763 0.990
H 2.477 -1.514 0.644
H 3.668 0.187 1.342

molecular weight	141.13	g mol⁻¹
gap between HOMO and LUMO	9.63	eV

---

Version two
Here is the molecule C2H8NO2PS from OMol25. Energies are from ωB97M-V with the def2-TZVPD basis set.

Element x y z (Å)
C -0.773 2.308 -0.053
N 0.096 1.120 0.010
P -0.526 -0.256 0.698
O -0.211 0.014 2.275
S -2.694 -1.004 0.037
O 0.446 -1.479 0.467
C 0.540 -2.037 -0.833
H -0.508 2.929 0.835
H -0.667 2.754 -1.054
H -1.856 1.850 0.022
H 0.969 1.354 0.372
H -0.533 -0.708 2.801
H -0.360 -1.710 -1.472
H 0.547 -3.181 -0.883
H 1.434 -1.706 -1.357

molecular weight	141.13	g mol⁻¹
gap between HOMO and LUMO	8.64	eV
SMILES	CN[P@@](O)(=S)OC

---

In terms of stability, version two leads; the second structure lies 3.098 eV higher.

---

Version one
Here is a cluster of 4 separate species, C5H17NO5 in total from OMol25. Energies are from ωB97M-V with the def2-TZVPD basis set.

Element x y z (Å)
N -2.624 0.187 0.973
C -1.402 0.555 0.497
O -0.623 1.171 1.222
C -1.054 0.242 -0.935
C -1.122 -1.225 -1.316
C -0.141 -2.175 -0.559
C 1.074 -1.473 0.018
O 2.043 -1.103 -0.986
H -3.319 -0.277 0.415
H -2.686 0.163 1.972
H -0.063 0.620 -1.141
H -1.805 0.811 -1.499
H -2.103 -1.702 -1.211
H -0.918 -1.387 -2.371
H 0.279 -2.883 -1.268
H -0.637 -2.641 0.290
H 1.579 -2.022 0.802
H 0.796 -0.490 0.381
H 2.360 -1.821 -1.540
O -0.716 0.870 4.075
H -0.766 0.601 3.143
H -1.511 1.396 4.206
O 2.543 1.489 0.082
H 2.616 0.528 -0.021
H 1.974 1.704 0.837
O 1.742 3.139 -2.110
H 2.483 2.982 -2.700
H 2.003 2.739 -1.258

molecular weight	171.19	g mol⁻¹
gap between HOMO and LUMO	10.82	eV
SMILES	NC(=O)CCCCO.O.O.O

---

Version two
Here is a cluster of 4 separate species, C5H17NO5 in total from OMol25. Energies are from ωB97M-V with the def2-TZVPD basis set.

Element x y z (Å)
C -2.827 -1.209 -0.137
C -1.792 -2.112 -0.874
O -1.966 -3.365 -0.231
C -0.347 -1.665 -0.885
C -0.062 -0.685 -2.026
N 0.804 0.398 -1.643
C 0.452 1.728 -1.730
O 1.178 2.577 -1.268
H -3.848 -1.394 -0.490
H -2.493 -0.173 -0.281
H -2.685 -1.258 0.952
H -2.100 -2.248 -1.914
H -2.079 -3.357 0.720
H -0.001 -1.354 0.095
H 0.225 -2.642 -1.000
H -0.971 -0.345 -2.553
H 0.415 -1.310 -2.812
H 1.555 0.158 -1.010
H -0.535 1.874 -2.161
O 0.576 -0.574 3.042
H 0.852 -0.240 2.194
H -0.206 -0.045 3.224
O 2.899 0.710 1.877
H 2.981 1.479 1.304
H 2.999 0.985 2.792
O 0.667 3.552 2.046
H -0.122 3.878 1.611
H 1.001 2.759 1.629

molecular weight	171.19	g mol⁻¹
gap between HOMO and LUMO	10.27	eV
SMILES	C[C@H](O)CCNC=O.O.O.O

---

In terms of stability, version one leads; the second structure lies 0.948 eV higher.

---

Version one
Here is a cluster of 2 separate species, C6H17NO2 in total from OMol25. Energies are from ωB97M-V with the def2-TZVPD basis set.

Element x y z (Å)
C -0.496 2.005 1.768
C 0.160 0.631 1.813
O 0.175 0.138 3.193
C -0.638 -0.648 1.193
C -1.062 -0.291 -0.244
N 0.086 -0.458 -1.143
C -0.181 -1.569 -2.164
C 0.291 0.904 -1.873
H 0.073 2.851 1.333
H -1.321 2.057 1.074
H -0.718 2.276 2.831
H 1.188 0.832 1.323
H 0.731 0.669 3.749
H -0.058 -1.525 1.178
H -1.582 -0.838 1.642
H -1.868 -0.855 -0.604
H -1.578 0.753 -0.341
H -0.763 -1.236 -2.949
H -0.930 -2.362 -1.654
H 0.807 -2.200 -2.277
H -0.727 1.181 -2.495
H 1.075 0.827 -2.666
H 0.252 1.713 -1.058
O 2.687 -1.815 -0.508
H 2.313 -1.661 -1.324
H 2.082 -1.380 0.201

molecular weight	135.21	g mol⁻¹
gap between HOMO and LUMO	9.85	eV
SMILES	C[C@@H](O)CCN(C)C.O

---

Version two
Here is a cluster of 2 separate species, C6H17NO2 in total from OMol25. Energies are from ωB97M-V with the def2-TZVPD basis set.

Element x y z (Å)
C 1.686 1.427 0.555
C 1.148 0.855 -0.752
C 1.051 -0.762 -0.771
C 2.243 -1.322 -1.546
O -0.116 -1.177 -1.372
O 1.044 -1.248 0.563
H 2.716 1.113 0.718
H 1.670 2.516 0.529
H 1.099 1.083 1.405
H 0.174 1.290 -0.988
H 1.802 1.144 -1.575
H 3.179 -0.947 -1.134
H 2.225 -2.409 -1.496
H 2.163 -1.024 -2.588
H -0.882 -0.915 -0.734
H 1.923 -1.553 0.800
C -2.829 0.783 -0.097
N -1.734 0.024 0.479
C -2.021 -0.494 1.805
H -3.695 0.123 -0.211
H -2.533 1.138 -1.085
H -3.127 1.647 0.517
H -0.910 0.628 0.547
H -2.263 0.297 2.529
H -1.145 -1.039 2.153
H -2.866 -1.180 1.747

molecular weight	135.21	g mol⁻¹
gap between HOMO and LUMO	10.07	eV
SMILES	CCC(C)(O)O.CNC

---

In terms of stability, version two leads; the second structure lies 2.969 eV higher.

---

Version one
Here is a cluster of 3 separate species, C6H17NO2 in total from OMol25. Energies are from ωB97M-V with the def2-TZVPD basis set.

Element x y z (Å)
C -2.302 0.339 -0.487
C -2.575 -1.039 0.112
N -3.987 -1.344 -0.006
O -2.238 -1.093 1.480
H -1.290 0.650 -0.245
H -3.010 1.058 -0.079
H -2.415 0.308 -1.567
H -1.913 -1.788 -0.358
H -4.177 -2.290 0.304
H -4.301 -1.249 -0.964
H -2.862 -0.522 1.946
C 2.671 1.942 0.322
C 2.566 0.805 -0.345
C 3.270 -0.447 0.082
C 1.708 0.659 -1.564
H 2.146 2.832 0.015
H 3.287 2.034 1.201
H 3.977 -0.247 0.884
H 2.536 -1.166 0.435
H 3.802 -0.891 -0.755
H 1.251 1.605 -1.840
H 2.293 0.296 -2.407
H 0.919 -0.066 -1.358
O 0.358 -0.025 1.394
H -0.465 -0.514 1.551
H 0.752 0.152 2.249

molecular weight	135.21	g mol⁻¹
gap between HOMO and LUMO	9.61	eV
SMILES	C[C@H](N)O.C=C(C)C.O

---

Version two
Here is a cluster of 2 separate species, C6H17NO2 in total from OMol25. Energies are from ωB97M-V with the def2-TZVPD basis set.

Element x y z (Å)
C 3.427 -0.442 0.967
N 2.248 0.270 0.475
C 0.980 -0.469 0.950
C 0.009 -0.579 -0.230
C -0.935 0.634 -0.465
C -2.133 0.355 0.440
C -3.032 -0.741 0.039
O -3.686 -0.640 -1.301
H 3.443 -1.484 0.668
H 4.400 0.029 0.645
H 3.419 -0.502 2.048
H 2.381 1.368 0.808
H 0.610 0.127 1.856
H 1.213 -1.632 1.311
H 0.572 -0.723 -1.238
H -0.478 -1.560 -0.070
H -1.230 0.731 -1.574
H -0.369 1.516 -0.230
H -1.847 0.244 1.459
H -2.569 1.262 0.388
H -3.846 -0.933 0.719
H -2.609 -1.716 0.228
H -3.132 -1.129 -1.940
O 1.171 2.032 -2.345
H 0.644 2.703 -1.866
H 1.345 1.276 -1.740

molecular weight	135.21	g mol⁻¹
gap between HOMO and LUMO	9.85	eV
SMILES	CNCCCCCO.O

---

In terms of stability, version one leads; the second structure lies 2.198 eV higher.

---

Version one
Here is the molecule C5H11NO4S from OMol25. Energies are from ωB97M-V with the def2-TZVPD basis set.

Element x y z (Å)
C 3.579 1.491 0.037
C 3.505 -0.148 0.164
O 4.457 -0.809 -0.144
N 2.248 -0.878 0.177
C 0.893 -0.478 0.376
C 0.093 0.094 -0.816
C -1.077 1.042 -0.492
S -2.447 -0.051 -0.008
O -3.760 0.668 -0.112
O -2.472 -1.326 -0.835
O -1.865 -0.027 1.514
H 4.498 1.977 -0.452
H 2.841 1.952 -0.708
H 3.704 2.011 1.013
H 2.365 -1.802 -0.096
H 0.564 -1.226 1.187
H 0.869 0.420 0.970
H 0.852 0.783 -1.388
H -0.094 -0.638 -1.585
H -1.352 1.758 -1.304
H -0.864 1.814 0.222
H -2.825 -0.138 2.029

molecular weight	181.21	g mol⁻¹
gap between HOMO and LUMO	9.79	eV
SMILES	CC(=O)NCCCS(=O)(=O)O

---

Version two
Here is the molecule C5H11NO4S from OMol25. Energies are from ωB97M-V with the def2-TZVPD basis set.

Element x y z (Å)
C 0.024 2.748 -2.263
C 0.149 1.954 -0.898
O 1.212 2.073 -0.390
N -0.862 1.395 -0.187
C -1.782 0.525 -0.647
C -1.943 -0.872 -0.222
C -0.672 -1.673 -0.343
S 0.561 -1.346 0.836
O 1.358 -2.392 1.235
O -0.191 -0.496 1.890
O 1.600 -0.329 0.313
H -0.236 1.826 -3.065
H -0.841 3.428 -2.507
H 1.070 3.353 -2.465
H -0.280 1.009 0.771
H -1.623 0.464 -1.679
H -2.822 1.032 -0.676
H -2.182 -0.706 0.888
H -2.808 -1.411 -0.548
H -0.858 -2.716 0.104
H -0.249 -2.094 -1.389
H 1.394 0.633 0.362

molecular weight	181.21	g mol⁻¹
gap between HOMO and LUMO	10.50	eV
SMILES	CC(=O)NCCCS(=O)(=O)O

---

In terms of stability, version one leads; the second structure lies 0.212 eV higher.

---

Version one
Here is the molecule C9H14BrNOS from OMol25. Energies are from ωB97M-V with the def2-TZVPD basis set.

Element x y z (Å)
C -1.396 -1.108 -0.181
C -0.654 -1.360 -1.574
C 1.402 0.462 1.837
C -0.769 -0.174 0.818
C 0.652 1.340 -0.393
C 0.745 -0.836 -1.279
C 0.574 -0.693 1.473
C 1.763 1.330 0.574
C -1.737 1.589 -0.715
N -0.618 1.210 0.176
O 0.698 -3.010 0.332
S 1.458 -1.759 0.117
Br 3.326 0.683 -0.317
H -2.460 -0.843 -0.324
H -1.446 -2.083 0.247
H -0.681 -2.415 -1.876
H -1.048 -0.832 -2.426
H 0.993 1.203 2.574
H 2.291 0.173 2.291
H -1.444 0.017 1.691
H 0.704 1.875 -1.293
H 1.339 -0.841 -2.184
H 0.339 -1.434 2.141
H 1.951 2.270 0.932
H -2.719 1.476 -0.224
H -1.824 2.706 -0.770
H -1.442 1.053 -1.648

molecular weight	264.19	g mol⁻¹
gap between HOMO and LUMO	7.81	eV

---

Version two
Here is a cluster of 2 separate species, C9H14BrNOS in total from OMol25. Energies are from ωB97M-V with the def2-TZVPD basis set.

Element x y z (Å)
C -1.936 0.138 0.134
C -1.738 -1.353 0.261
C 1.539 1.588 1.065
C -0.580 0.797 -0.091
C 1.413 0.588 -1.193
C -0.324 -1.599 0.605
C 0.137 0.937 1.247
C 2.112 1.317 -0.303
C -0.213 -0.806 -2.096
N 0.196 -0.026 -0.921
O -1.123 -0.482 2.891
S 0.126 -0.744 2.118
Br 2.766 -1.842 0.957
H -2.569 0.235 -0.773
H -2.574 0.599 0.913
H -2.191 -1.729 1.136
H -2.047 -2.148 -0.571
H 1.520 2.655 1.181
H 2.427 1.309 1.724
H -0.690 1.832 -0.474
H 1.907 0.440 -2.147
H 0.394 -2.398 0.225
H -0.437 1.635 1.907
H 3.084 1.775 -0.614
H 0.491 -1.260 -2.667
H -0.982 -1.400 -1.652
H -0.708 -0.057 -2.862

molecular weight	264.19	g mol⁻¹
gap between HOMO and LUMO	6.03	eV

---

In terms of stability, version one leads; the second structure lies 0.950 eV higher.

---

Version one
Here is a structure of composition C6H12S from OMol25. Energies are from ωB97M-V with the def2-TZVPD basis set.

Element x y z (Å)
C -0.694 -1.536 0.191
C -3.044 0.278 0.410
C 0.764 -1.397 -0.154
C -0.583 1.317 0.272
C 1.286 -0.181 0.525
C 2.425 0.567 -0.146
S -1.539 -0.096 -0.243
H -1.123 -2.429 -0.174
H -3.220 1.280 0.254
H -3.850 -0.380 0.202
H 1.256 -2.305 0.165
H 1.157 -1.453 -1.118
H -0.727 1.673 1.343
H -0.224 2.134 -0.409
H 1.169 0.044 1.561
H 3.484 0.128 -0.002
H 2.402 1.472 0.540
H 2.215 0.652 -1.238
H -1.152 0.232 -1.979

molecular weight	116.23	g mol⁻¹
gap between HOMO and LUMO (spin up / spin down)	7.54 / 7.54	eV

---

Version two
Here is the molecule C6H12S from OMol25. Energies are from ωB97M-V with the def2-TZVPD basis set.

Element x y z (Å)
C -2.560 0.232 -1.116
S -1.348 -0.195 -0.134
C -1.898 -1.021 1.210
C 0.212 0.929 0.324
C 1.228 0.345 1.323
C 1.632 0.589 -0.160
C 1.816 -0.641 -1.095
H -3.383 0.556 -0.502
H -2.425 1.012 -1.901
H -0.580 -1.067 -0.706
H -1.217 -1.816 1.509
H -2.300 -0.319 1.960
H -0.062 1.946 0.451
H 1.617 1.124 2.009
H 1.242 -0.690 1.591
H 2.329 1.422 -0.555
H 2.849 -0.988 -0.918
H 1.876 -0.204 -2.078
H 0.972 -1.216 -1.212

molecular weight	116.23	g mol⁻¹
gap between HOMO and LUMO	8.25	eV
SMILES	C=[SH](=C)[C@H]1C[C@H]1C

---

Version three
Here is a structure of composition C6H12S from OMol25. Energies are from ωB97M-V with the def2-TZVPD basis set.

Element x y z (Å)
C -0.051 0.156 -0.320
C 0.785 1.008 0.520
C 0.502 -1.340 0.949
C 0.224 -0.027 -1.771
C 0.449 2.477 0.385
C -0.560 -2.412 1.060
S 0.377 0.075 2.089
H -1.103 0.142 -0.253
H 1.753 1.010 0.282
H 1.465 -1.785 0.884
H -0.425 0.597 -2.346
H -0.125 -1.067 -2.018
H 1.241 0.271 -2.022
H 0.097 2.610 -0.603
H 1.373 3.114 0.557
H -0.342 2.769 1.024
H -1.563 -2.170 1.283
H -0.193 -3.218 1.695
H -0.624 -2.876 0.059

molecular weight	116.23	g mol⁻¹
gap between HOMO and LUMO	9.04	eV

---

In terms of stability, version three leads; the second structure lies 4.819 eV higher.